27
Properties=species:S:1:pos:R:3:forces:R:3:nbo_charge:R:1 method="wB97M-V/def2-TZVPD" e_above_lowest_kj_mol=780.3 orbital_gap_ha="0.2910 / 0.2705" total_charge=0 e_homo_ha="-0.2600 / -0.2536" largest_force_ha_per_bohr=0.0770 e_lumo_ha="0.031 / 0.017"
O -0.447561 3.163539 0.178625 0.81 -0.22 -1.17 -0.536
O 0.023503 2.667887 -1.996694 3.52 -0.68 1.63 -0.691
N -0.911042 -1.015037 0.349380 -1.34 -0.99 0.67 -0.320
N -1.270920 -0.449069 1.588590 -1.83 -1.55 2.82 -0.663
C 1.571282 -0.785850 0.717479 3.73 -0.08 1.33 -0.630
C 0.567846 -2.673100 -0.601092 -1.55 1.54 -1.34 -0.621
C -1.147883 -0.388414 -2.083648 -2.36 -0.80 0.19 -0.682
C 0.307257 2.374979 -0.664787 0.17 -0.64 -0.94 0.382
C -0.426342 2.689573 1.489694 1.03 -3.74 0.28 -0.306
C -0.521829 -0.319508 -0.747307 0.84 1.78 -0.51 0.153
C 0.448429 -1.221238 -0.109320 -0.36 -1.60 -0.40 0.020
H -0.645258 1.499256 1.428328 0.86 2.74 0.60 0.228
H -1.221395 0.669057 -2.490905 -0.09 -1.68 -0.13 0.232
H -1.155741 3.084347 2.113786 -1.96 1.13 0.41 0.187
H 0.759293 -2.657184 -1.672025 0.20 -0.22 -0.23 0.203
H 2.018012 -1.748614 1.247922 -0.44 1.98 -1.23 0.204
H -0.739224 -1.001360 2.369682 -1.28 1.13 -1.86 0.357
H 1.285351 -0.191403 1.572974 -0.36 0.55 0.07 0.221
H -0.445946 -3.094753 -0.474644 0.78 -0.31 0.10 0.229
H 0.485923 2.975132 2.035712 0.32 -0.50 -0.50 0.164
H -2.222425 -0.956053 -1.954397 2.29 1.81 -0.39 0.212
H -2.337315 -0.751669 1.730045 3.02 0.80 -0.26 0.370
H 1.399998 2.116584 -0.477512 -1.55 0.76 -0.03 0.163
H -0.579634 -1.117927 -2.686827 -0.06 0.82 -0.31 0.219
H 2.447493 -0.160396 0.203948 -1.87 -1.64 0.82 0.227
H -0.880193 2.787363 -1.977431 -3.33 0.67 -0.36 0.473
H 1.361860 -3.164654 -0.126461 0.82 -1.06 0.74 0.206